Density functional theory data (ωB97M-V/def2-TZVPD) for a structure of composition C4H9NO in a non-equilibrium geometry.

XYZ file:
```
15
Properties=species:S:1:pos:R:3:forces:R:3:mulliken_charge:R:1
C -2.014 -0.056 -0.071 -0.37 -0.04 0.17 -0.877
N -0.619 -0.021 -0.302 -0.25 -0.03 0.06 -0.082
C 0.356 -1.019 0.124 -0.14 -0.38 0.01 -0.490
C 1.336 0.022 -0.435 -0.40 -0.03 -0.03 -0.122
O 2.696 0.063 -0.174 0.02 0.03 0.21 -0.542
C 0.308 1.041 0.073 -0.20 0.34 -0.05 -0.492
H -2.283 -0.028 0.992 -0.24 -0.02 0.10 0.343
H -2.468 0.793 -0.592 -0.08 -0.08 0.19 0.275
H -2.397 -0.971 -0.535 -0.15 0.11 0.22 0.281
H 0.321 -2.009 -0.336 -0.15 0.07 -0.09 0.286
H 0.400 -1.124 1.226 0.08 0.06 -0.13 0.251
H 0.989 -0.021 -1.483 1.86 0.09 -0.09 0.312
H 2.807 0.140 0.785 0.05 -0.04 -0.34 0.320
H 0.345 1.191 1.174 0.09 0.02 -0.26 0.253
H 0.221 1.999 -0.447 -0.11 -0.10 0.04 0.284
```
Positions in Å, forces in eV/Å.

Output
gap between HOMO and LUMO = 9.5 eV
ΔE to the lowest compared entry with this formula, charge and spin = 2.835 eV
E_HOMO = -8.59 eV
electronic energy = -287.728266 hartree
2S+1 = 1
LUMO level = 0.9011 eV
molar mass = 87.12 g mol⁻¹

Density functional theory data (ωB97M-V/def2-TZVPD) for a cluster of 2 separate species, C4H9NO in total.

XYZ file:
```
15
Properties=species:S:1:pos:R:3:forces:R:3:mulliken_charge:R:1
C -2.122 0.442 0.324 -0.05 0.04 0.02 -1.081
C -1.185 -0.439 -0.492 -0.15 -0.12 -0.03 -0.369
N 0.182 0.072 -0.402 0.34 -0.32 0.22 -0.336
C 1.035 -0.666 0.129 -0.21 0.31 -0.19 0.436
O 1.168 -1.884 0.694 -0.15 -0.15 0.03 -0.422
C 2.351 -0.993 0.591 0.25 0.15 -0.01 -0.174
H -3.164 0.138 0.176 0.15 0.04 0.03 0.348
H -2.017 1.489 0.020 -0.02 -0.15 0.04 0.272
H -1.890 0.372 1.392 -0.03 0.01 -0.15 0.282
H -1.257 -1.484 -0.160 0.01 0.15 -0.05 0.317
H -1.475 -0.407 -1.549 0.04 0.01 0.15 0.316
H 1.108 2.338 -0.996 0.05 0.08 -0.03 -0.235
H 3.109 -1.341 -0.107 -0.13 0.04 0.08 0.205
H 2.711 -0.618 1.546 -0.09 -0.06 -0.13 0.208
H 1.446 2.982 -1.165 -0.02 -0.04 0.01 0.232
```
Positions in Å, forces in eV/Å.

Output
gap between HOMO and LUMO = 11.0 eV
ΔE to the lowest compared entry with this formula, charge and spin = 3.577 eV
E_HOMO = -10.00 eV
electronic energy = -287.700985 hartree
2S+1 = 1
LUMO level = 1.0188 eV
molar mass = 87.12 g mol⁻¹
SMILES = CC/N=C1/CO1.[H][H]

Density functional theory data (ωB97M-V/def2-TZVPD) for the molecule C4H9NO in a non-equilibrium geometry.

XYZ file:
```
15
Properties=species:S:1:pos:R:3:forces:R:3:mulliken_charge:R:1
C 1.395 -0.857 0.482 -0.02 0.05 0.01 -1.077
C 0.245 -1.278 -0.430 -0.13 -0.19 0.01 -0.283
C -0.561 -0.150 -1.006 -1.38 -0.32 0.94 -0.330
N -0.199 2.022 0.150 0.01 0.40 0.38 -0.589
C -1.211 1.480 0.694 0.58 0.45 -0.20 0.051
O -1.643 0.315 0.269 2.26 -0.17 -2.08 -0.468
H 1.966 -1.728 0.816 -0.10 0.08 -0.07 0.354
H 2.077 -0.178 -0.035 -0.05 -0.02 0.04 0.288
H 1.019 -0.339 1.366 0.03 -0.02 -0.06 0.264
H -0.434 -1.949 0.095 0.06 -0.09 0.01 0.267
H 0.644 -1.839 -1.288 -0.05 0.08 0.06 0.298
H -1.390 -0.439 -1.621 -0.07 -0.51 -0.45 0.339
H 0.077 0.580 -1.544 -0.91 0.05 1.08 0.282
H 0.057 2.901 0.563 -0.10 0.36 0.32 0.195
H -1.779 1.908 1.522 -0.14 -0.15 0.00 0.409
```
Positions in Å, forces in eV/Å.

Output
gap between HOMO and LUMO = 10.9 eV
ΔE to the lowest compared entry with this formula, charge and spin = 2.272 eV
E_HOMO = -9.74 eV
electronic energy = -287.748940 hartree
2S+1 = 1
LUMO level = 1.1310 eV
molar mass = 87.12 g mol⁻¹
SMILES = [H]/N=C/OCCC

Density functional theory data (ωB97M-V/def2-TZVPD) for the molecule C4H9NO.

XYZ file:
```
15
Properties=species:S:1:pos:R:3:forces:R:3:mulliken_charge:R:1
C 1.518 -0.503 2.191 0.07 -0.08 0.01 -1.154
C 0.386 -0.044 1.296 0.02 0.12 0.24 -0.179
O 0.203 -1.046 0.280 0.12 0.19 -0.01 -0.310
C -0.377 -0.616 -0.848 -0.09 0.27 -0.14 0.088
N -0.819 0.555 -0.999 0.06 -0.32 -0.11 -0.398
C -1.376 0.902 -2.289 -0.20 0.05 -0.37 -0.777
H 1.339 -1.515 2.563 -0.03 0.10 0.00 0.304
H 2.455 -0.513 1.629 -0.04 -0.01 0.06 0.288
H 1.643 0.164 3.051 -0.10 -0.07 -0.19 0.360
H -0.557 0.067 1.839 0.07 -0.01 -0.01 0.274
H 0.603 0.922 0.827 -0.01 -0.24 0.04 0.328
H -0.390 -1.417 -1.599 -0.02 0.18 0.07 0.352
H -1.109 1.927 -2.559 0.07 -0.11 0.14 0.264
H -2.469 0.865 -2.269 0.03 0.01 0.14 0.257
H -1.049 0.253 -3.113 0.05 -0.06 0.12 0.305
```
Positions in Å, forces in eV/Å.

Output
gap between HOMO and LUMO = 10.8 eV
ΔE to the lowest compared entry with this formula, charge and spin = 1.422 eV
E_HOMO = -9.65 eV
electronic energy = -287.780190 hartree
2S+1 = 1
LUMO level = 1.1449 eV
molar mass = 87.12 g mol⁻¹
SMILES = CCO/C=N/C

Density functional theory data (ωB97M-V/def2-TZVPD) for a cluster of 2 separate species, C4H9NO in total in a non-equilibrium geometry.

XYZ file:
```
15
Properties=species:S:1:pos:R:3:forces:R:3:mulliken_charge:R:1
O 1.662 -0.392 1.562 -0.15 0.98 0.05 -0.536
C 0.806 -0.429 0.713 -0.13 -2.41 0.01 -0.051
C -0.636 -0.145 0.789 2.14 0.00 3.25 0.088
C 0.334 1.140 -0.826 -0.48 0.92 -1.78 -0.572
C -0.416 0.847 -2.110 -0.25 -0.64 0.15 -1.119
N -1.397 -1.322 0.501 0.89 0.67 -0.61 -0.668
H 0.919 -1.022 -0.213 0.66 -0.10 -0.05 0.359
H -0.956 0.488 1.621 -0.06 0.30 -0.58 0.410
H 0.254 2.220 -0.674 -0.28 -0.25 0.99 0.316
H 1.396 0.924 -1.010 -0.27 -0.23 0.74 0.273
H -1.489 0.956 -1.910 0.02 0.08 -0.49 0.357
H -0.238 -0.179 -2.466 -0.12 0.20 0.08 0.327
H -0.113 1.523 -2.918 -0.15 -0.03 0.14 0.364
H -1.072 -0.192 -0.290 -1.45 -0.30 -1.11 0.210
H -2.271 -1.277 1.025 -0.37 0.81 -0.78 0.241
```
Positions in Å, forces in eV/Å.

Output
gap between HOMO and LUMO = 7.6 eV
ΔE to the lowest compared entry with this formula, charge and spin = 7.636 eV
E_HOMO = -8.28 eV
electronic energy = -287.551825 hartree
2S+1 = 1
LUMO level = -0.6746 eV
molar mass = 87.12 g mol⁻¹

Density functional theory data (ωB97M-V/def2-TZVPD) for the molecule C4H9NO.

XYZ file:
```
15
Properties=species:S:1:pos:R:3:forces:R:3:mulliken_charge:R:1
C 0.247 -1.627 1.062 -0.08 0.02 0.04 -1.005
C 0.704 -0.720 -0.100 -0.04 0.12 -0.05 -0.373
N -0.067 0.540 -0.220 -0.11 0.00 0.28 0.099
C -0.151 1.206 -1.511 0.00 -0.01 -0.08 -0.918
C -0.599 1.183 0.857 0.03 -0.01 0.12 0.118
O -0.540 0.843 2.024 0.12 0.38 -0.21 -0.597
H -0.106 -2.603 0.719 0.13 0.14 -0.10 0.295
H -0.549 -1.127 1.607 0.03 -0.41 -0.07 0.319
H 1.045 -1.782 1.794 -0.08 0.02 -0.23 0.272
H 0.590 -1.249 -1.055 -0.02 0.18 0.15 0.338
H 1.773 -0.479 -0.006 -0.19 0.04 -0.02 0.267
H -0.672 0.593 -2.255 0.12 -0.02 0.13 0.314
H 0.837 1.473 -1.908 -0.09 -0.15 0.12 0.310
H -0.716 2.138 -1.396 0.12 -0.23 -0.02 0.293
H -1.143 2.101 0.567 0.06 -0.09 -0.06 0.268
```
Positions in Å, forces in eV/Å.

Output
gap between HOMO and LUMO = 10.3 eV
ΔE to the lowest compared entry with this formula, charge and spin = 1.048 eV
E_HOMO = -9.38 eV
electronic energy = -287.793934 hartree
2S+1 = 1
LUMO level = 0.8730 eV
molar mass = 87.12 g mol⁻¹
SMILES = CCN(C)C=O

Density functional theory data (ωB97M-V/def2-TZVPD) for a structure of composition C4H9NO.

XYZ file:
```
15
Properties=species:S:1:pos:R:3:forces:R:3:mulliken_charge:R:1
C 2.100 0.801 -0.052 0.13 0.13 0.14 -0.541
O 0.796 0.596 0.009 -0.12 -0.09 -0.03 -0.236
C 0.244 -0.468 0.519 0.01 0.02 0.08 -0.566
C -1.217 -0.614 0.361 0.09 -0.11 0.16 0.164
C -2.087 0.578 0.165 -0.11 0.23 0.17 -0.433
N -1.855 -0.354 -0.931 0.09 -0.02 -0.24 -0.615
H 2.358 1.744 -0.517 -0.03 -0.14 0.04 0.211
H 2.120 -0.928 -0.894 -0.05 -0.06 0.02 0.006
H 2.707 0.396 0.754 -0.07 0.02 -0.14 0.307
H 0.784 -0.998 1.299 -0.07 0.05 -0.13 0.494
H 1.520 -1.429 -0.730 0.04 0.04 0.00 0.089
H -1.620 -1.476 0.888 0.07 0.15 -0.08 0.359
H -1.591 1.547 0.141 -0.07 -0.17 -0.01 0.205
H -3.099 0.585 0.563 0.17 -0.03 -0.05 0.251
H -1.161 0.023 -1.574 -0.07 -0.03 0.07 0.305
```
Positions in Å, forces in eV/Å.

Output
gap between HOMO and LUMO (spin up / spin down) = 8.0 / 8.0 eV
ΔE to the lowest compared entry with this formula, charge and spin = 6.309 eV
E_HOMO (spin up / spin down) = -7.53 / -7.46 eV
electronic energy = -287.600602 hartree
2S+1 = 1
LUMO level (spin up / spin down) = 0.5088 / 0.4983 eV
molar mass = 87.12 g mol⁻¹

Density functional theory data (ωB97M-V/def2-TZVPD) for the molecule C4H9NO in a non-equilibrium geometry.

XYZ file:
```
15
Properties=species:S:1:pos:R:3:forces:R:3:mulliken_charge:R:1
C 1.765 -0.464 -0.986 -0.38 -1.12 0.19 -1.046
C 1.571 0.853 -0.278 -2.37 1.38 -0.46 -0.284
C -0.017 1.283 -0.213 1.28 1.14 1.39 -0.324
C -1.568 -1.685 0.746 -0.46 2.39 -0.34 -0.326
H 1.251 -1.343 -0.510 0.54 0.96 -0.23 0.243
H 1.326 -0.364 -1.975 0.02 -0.16 -0.22 0.303
H 2.822 -0.708 -1.112 -0.04 0.01 0.06 0.328
H 1.984 0.886 0.753 -0.10 0.22 -0.81 0.290
H 1.969 1.668 -0.987 -0.14 -0.94 1.46 0.244
H -0.532 1.112 -1.154 0.27 0.09 -0.18 0.372
H -0.020 2.413 0.055 -0.34 -2.00 -0.20 0.261
H -2.086 -2.444 0.064 1.20 1.06 1.16 0.239
H -1.566 -1.758 1.852 0.00 -0.26 -0.62 0.287
N -1.249 -0.569 0.150 -1.00 -2.45 -0.95 -0.446
O -0.863 0.575 0.794 1.52 -0.29 -0.25 -0.141
```
Positions in Å, forces in eV/Å.

Output
gap between HOMO and LUMO = 10.6 eV
ΔE to the lowest compared entry with this formula, charge and spin = 3.864 eV
E_HOMO = -9.38 eV
electronic energy = -287.690466 hartree
2S+1 = 1
LUMO level = 1.1928 eV
molar mass = 87.12 g mol⁻¹
SMILES = C=NOCCC